No. 1
Density functional theory data (ωB97M-V/def2-TZVPD) for a gas-phase ion, C8H18N3O (charge +1) at a distorted geometry.

```
30
Properties=species:S:1:pos:R:3:forces:R:3:lowdin_charge:R:1
C 0.699 1.287 0.204 -2.696 -0.455 2.297 -0.600
C -2.773 -0.317 -0.018 -1.095 -2.832 0.107 -0.150
C -1.701 -1.333 0.429 -2.322 -1.646 -0.133 -0.233
C -1.144 0.738 -1.361 0.872 2.685 -0.291 0.073
C 0.359 -0.084 0.427 0.182 0.083 -1.107 -0.199
C -0.048 2.423 0.877 2.634 -0.470 1.914 0.012
C 1.773 -1.154 -1.415 1.273 0.647 -0.182 0.012
C 2.733 -0.760 0.835 0.345 -1.785 0.254 0.022
N -2.271 0.830 -0.725 -0.863 1.122 -1.067 0.019
N -0.659 -0.760 1.149 2.268 1.310 1.163 -0.005
N 1.543 -1.020 0.015 -3.508 -0.130 2.616 -0.144
O 1.595 1.601 -0.511 3.840 0.642 -2.676 0.017
H -3.550 -1.006 -0.469 0.371 1.509 -0.390 0.150
H -3.197 0.075 0.849 -0.968 0.542 1.634 0.102
H -2.157 -2.202 1.060 0.148 1.851 -0.905 0.166
H -1.412 -1.912 -0.440 0.779 0.065 -0.344 0.113
H -0.739 1.692 -1.769 -0.249 -0.920 0.259 0.149
H -0.669 -0.123 -1.697 -0.126 -1.402 -0.519 0.063
H -0.798 2.746 0.202 -0.906 0.801 0.019 0.044
H 0.799 3.217 1.066 -2.030 -1.344 -0.436 0.146
H -0.354 1.986 1.851 -0.623 1.007 -0.448 0.087
H 2.187 -0.200 -1.735 0.031 -0.079 -0.173 0.107
H 2.536 -1.926 -1.495 -0.275 -0.213 -0.645 0.114
H 0.847 -1.317 -1.950 0.059 -0.541 0.044 0.095
H 3.073 0.115 0.424 1.877 1.889 -0.918 0.066
H 2.591 -0.564 1.900 -0.813 -0.402 -0.238 0.126
H 3.329 -1.677 0.703 0.494 0.804 0.113 0.122
H -2.779 1.785 -0.731 1.141 -2.385 0.395 0.218
H -1.031 -0.226 1.936 0.513 -0.297 -0.019 0.138
H 1.217 -1.914 0.386 -0.354 -0.057 -0.324 0.168
```
Positions in Å, forces in eV/Å.

Results
SMILES string: C=[NH+]CCN/C(=C(\C)[O-])[NH+](C)C
Highest occupied orbital energy (spin up / spin down) in eV: -11.05 / -11.06
Kohn-Sham gap (spin up / spin down) in hartree: 0.275 / 0.275
Total charge: +1
Max |F| in eV/A: 4.7
E_tot in eV: -15095.3133
Relative energy (zero: lowest compared OMol25 entry of this formula, charge and spin) in kJ/mol: 200.79

No. 2
Density functional theory data (ωB97M-V/def2-TZVPD) for C2H4Br2 in the gas phase at a distorted geometry.

```
8
Properties=species:S:1:pos:R:3:forces:R:3:lowdin_charge:R:1
Br 0.318 -0.293 -2.251 -0.715 0.695 0.429 0.586
C -0.392 0.432 -0.523 0.861 0.185 -0.207 -0.645
C 0.422 -0.344 0.497 -0.905 -0.126 1.008 -0.674
Br -0.684 -0.518 2.174 0.576 0.121 -0.588 0.542
H -1.477 0.417 -0.425 0.169 -0.901 -0.355 0.050
H -0.161 1.495 -0.457 0.335 -0.102 -0.322 0.058
H 1.332 0.178 0.792 -0.160 -0.125 -0.095 0.058
H 0.642 -1.368 0.194 -0.160 0.253 0.129 0.024
```
Positions in Å, forces in eV/Å.

Results
SMILES string: BrCCBr
Highest occupied orbital energy in eV: -10.32
Kohn-Sham gap in hartree: 0.398
Total charge: 0
Max |F| in eV/A: 1.4
E_tot in eV: -142223.6501
Relative energy (zero: lowest compared OMol25 entry of this formula, charge and spin) in kJ/mol: 31.23